No. 1
Here is C36H50N14O2S as an isolated structure at a distorted geometry from the OMol25 dataset. Energies are from the ωB97M-V functional and the def2-TZVPD basis.

Structure (XYZ):
```
103
Properties=species:S:1:pos:R:3
C -3.30707 -1.62113 -4.22671
C -3.60872 -2.73881 -3.16293
O -2.45088 -3.58097 -2.88214
C -1.79560 -2.92622 -1.83145
O -1.02520 -2.05035 -2.10229
C -2.18373 -3.38124 -0.41877
C -1.04914 -3.27131 0.64998
C 0.38566 -3.57162 0.12303
C 1.27579 -2.34768 -0.11631
C 2.48383 -2.53175 -0.94449
C 3.31291 -1.48395 -1.23823
C 3.06209 -0.14411 -0.77889
N 3.75468 0.99971 -1.00383
S 2.90634 2.10596 -0.18394
N 1.65055 1.31798 0.50549
C 1.87564 0.04909 0.07266
C 1.01510 -1.08536 0.36578
H -4.15091 -1.36837 -4.87626
H -2.95391 -0.73771 -3.65241
H -2.41217 -1.96261 -4.78541
H -3.92181 -2.23251 -2.22605
H -4.45820 -3.33866 -3.52860
H -2.65710 -4.38069 -0.46358
H -2.99826 -2.69663 -0.09033
H -1.26963 -4.04873 1.41244
H -1.15715 -2.31004 1.16933
H 0.88979 -4.23505 0.86043
H 0.34001 -4.16637 -0.81353
H 2.71813 -3.52514 -1.34809
H 4.21828 -1.65305 -1.86155
H 0.14421 -0.87721 0.99530
C 1.15528 -4.11466 4.46233
C 0.32814 -3.00110 3.97054
N -0.31586 -2.13098 3.58091
H 1.60280 -4.64071 3.62473
H 1.94656 -3.73275 5.10445
H 0.54016 -4.81025 5.03103
C -6.31529 0.57652 -1.22250
C -6.29311 -0.35797 -2.38958
N -6.26322 -1.07922 -3.28757
H -5.75279 1.47292 -1.47154
H -7.33904 0.84450 -0.99324
H -5.88152 0.10254 -0.37747
C 5.50389 4.89765 -0.96988
C 6.11588 6.13719 -0.46906
N 6.58645 7.11055 -0.07576
H 5.58589 4.85444 -2.05451
H 6.01141 4.03392 -0.53984
H 4.45135 4.86880 -0.69101
C -1.11381 -0.54875 -8.04634
C -2.46786 -0.97845 -7.66444
N -3.52443 -1.31634 -7.36197
H -1.15242 0.44610 -8.48693
H -0.47241 -0.52446 -7.16656
H -0.69654 -1.24423 -8.77261
C 4.29507 -4.38049 1.35995
C 4.00020 -5.12607 2.59444
N 3.76966 -5.70895 3.55969
H 3.89857 -3.36815 1.43375
H 5.37180 -4.33163 1.20574
H 3.83642 -4.88019 0.50872
C 7.61349 -0.77962 -2.31009
C 6.89417 -2.03035 -2.60441
N 6.34064 -3.01032 -2.84161
H 7.78896 -0.23134 -3.23419
H 7.02900 -0.15797 -1.63434
H 8.57218 -1.00310 -1.84398
C 8.50530 0.01086 1.74648
C 7.93167 0.94171 0.76222
N 7.48367 1.68016 0.00367
H 9.57278 -0.10580 1.56627
H 8.35384 0.39858 2.75238
H 8.02088 -0.96092 1.66222
C 3.92889 9.19880 1.32479
C 2.56630 8.78710 1.70066
N 1.50215 8.46464 1.99565
H 3.91351 10.21314 0.92958
H 4.57894 9.16654 2.19724
H 4.32284 8.52667 0.56442
C -0.35067 4.21061 -0.59617
C 0.48589 5.10207 -1.42662
N 1.13484 5.79737 -2.07387
H 0.19274 3.29235 -0.36494
H -0.61358 4.71105 0.33448
H -1.26323 3.95567 -1.13261
C -6.28850 2.94784 2.91681
C -6.26947 2.06186 1.74190
N -6.25640 1.36708 0.82024
H -5.73159 3.85850 2.70121
H -7.31394 3.21323 3.16715
H -5.83497 2.44569 3.76891
C -4.76469 -3.46173 2.76102
C -5.43480 -2.62512 1.75272
N -5.95589 -1.96912 0.96442
H -3.69214 -3.48228 2.57024
H -4.94135 -3.05496 3.75525
H -5.15467 -4.47738 2.71644
C -9.28636 1.81039 5.72232
C -7.90151 2.23588 5.98130
N -6.82189 2.56645 6.19666
H -9.31336 1.14305 4.86198
H -9.68011 1.28693 6.59177
H -9.90830 2.68051 5.51833
```

Properties
HOMO energy in eV: -9.0
Orbital gap in hartree: 0.307
DFT total energy in a.u.: -2716.83632
LUMO level in eV: -0.60

=====

No. 2
Here is a 2-piece molecular cluster, C36H50N3O7PS3 overall at a distorted geometry from the OMol25 dataset. Energies are from the ωB97M-V functional and the def2-TZVPD basis.

Structure (XYZ):
```
100
Properties=species:S:1:pos:R:3
C 1.42992 -0.31453 6.99580
C 0.51424 -1.27444 7.07723
C -0.59827 -2.40525 6.83333
C -1.24497 -2.36338 5.31842
C -1.29198 -0.81767 4.86139
C -2.23615 -0.50829 3.59288
C -3.29259 0.65909 3.72629
C -4.19614 1.01151 2.46048
P -5.42189 2.48003 2.69001
O -4.96293 3.58300 1.41616
O -4.90693 3.32511 4.13510
C -4.07808 0.20848 1.07311
C -5.05919 0.61040 -0.17338
C -6.50757 -0.08084 0.20078
C -7.76896 0.67142 -0.46933
C -7.91206 2.22356 0.03917
O -9.29725 2.63519 -0.27419
C -3.02276 -0.95491 0.92664
C -2.12810 -1.27524 2.22518
S -0.87581 -2.65208 1.92865
C -0.20718 -2.11809 0.24955
C -1.35969 -1.65672 -0.77031
C -0.88921 -1.14063 -2.18872
C 0.66322 -1.09404 -2.51477
C 1.21927 -0.52201 -3.94374
C 2.36810 0.59391 -3.57172
C 1.89918 1.61537 -2.41328
S 3.04706 3.10931 -2.23013
C 3.78535 3.11178 -0.51907
S 5.02269 1.98308 -0.18127
N 3.41802 4.02759 0.58119
C 2.95678 3.31154 1.81300
C 4.14786 3.27885 2.94822
C 2.48802 5.12175 0.15119
C 0.94106 4.68684 -0.02078
C 1.79557 -1.58674 -1.50072
C 1.33046 -2.10331 -0.07680
N 2.27973 -2.56267 0.99024
C 2.34966 -1.59214 2.13704
C 3.61708 -2.88278 0.42155
C 4.79428 -1.82447 0.11329
O 3.83610 -4.11791 0.10899
N -2.81443 -1.72961 -0.35692
H 2.07248 0.62945 7.19958
H -0.05796 -3.43640 6.92356
H -1.40821 -2.34825 7.65169
H -0.52269 -3.02350 4.68322
H -2.31416 -2.78117 5.29115
H -0.20771 -0.54002 4.52415
H -1.57181 -0.06881 5.68489
H -3.37244 1.22453 4.72405
H -3.97952 3.58253 1.29459
H -3.99717 3.66334 3.90817
H -4.73116 0.12813 -1.16444
H -5.14769 1.74490 -0.32506
H -6.55841 -0.07539 1.36725
H -6.52306 -1.20316 -0.12001
H -7.80654 0.57871 -1.61684
H -8.73246 0.14535 -0.07480
H -7.18235 2.93718 -0.49856
H -7.82961 2.24168 1.18854
H -9.78090 2.67846 0.59253
H -1.68247 -0.78276 -2.96216
H 0.38467 0.01606 -4.53359
H 1.74531 -1.35642 -4.52562
H 2.66444 1.22161 -4.49823
H 3.34584 0.08581 -3.18735
H 0.82314 2.02195 -2.58932
H 1.87505 1.13647 -1.35332
H 2.68384 2.19259 1.61978
H 2.05720 3.80821 2.34612
H 3.72335 3.29274 4.02771
H 4.81546 2.35188 2.82572
H 4.77989 4.24839 2.81536
H 2.52436 5.95547 0.96754
H 2.90605 5.60166 -0.80758
H 0.49152 4.56181 1.03739
H 0.40182 5.54064 -0.58336
H 0.81180 3.67016 -0.57147
H 2.89754 -1.52242 -1.81127
H 1.88161 -2.12141 3.06539
H 3.40306 -1.21511 2.39345
H 1.61355 -0.71979 1.88977
H 5.38943 -1.54127 1.07708
H 5.48591 -2.15929 -0.75066
H 4.26200 -0.83244 -0.20141
H -2.99304 -2.73840 -0.12692
C 3.32970 -5.05202 -7.77603
C 3.91565 -3.69185 -7.45957
C 4.62415 -3.62334 -6.14012
O 4.55612 -2.23319 -5.84600
C 3.41908 -1.77329 -6.44505
O 2.93759 -0.68924 -6.25040
O 2.89995 -2.71024 -7.29288
H 2.65710 -4.98725 -8.63555
H 4.11884 -5.77361 -8.00032
H 2.73608 -5.43494 -6.94058
H 4.56165 -3.36577 -8.28324
H 5.66111 -3.96252 -6.19698
H 4.11147 -4.16656 -5.33977
```

Properties
HOMO energy in eV: -8.2
Orbital gap in hartree: 0.279
DFT total energy in a.u.: -3627.97596
Structure (SMILES): C#CCCCc1cc(P(O)O)c(CCCCO)c2c1Sc1c(cc(CCCSC(=S)N(CC)CC)cc1N(C)C(C)=O)N2.C[C@@H]1COC(=O)O1
LUMO level in eV: -0.58

=====

No. 3
Here is C36H51CaN4O21 as an isolated structure at a distorted geometry from the OMol25 dataset. Energies are from the ωB97M-V functional and the def2-TZVPD basis.

Structure (XYZ):
```
113
Properties=species:S:1:pos:R:3
Ca 18.34949 -3.17587 -18.71075
N 16.31926 -2.30193 -16.85850
O 15.61320 -1.90074 -15.96214
O 16.97312 -1.50680 -17.57373
O 16.52696 -3.53276 -17.08563
C 18.99895 3.33248 -15.38681
C 19.29546 2.34135 -16.49954
C 18.16457 1.34249 -16.81068
O 18.01270 1.43682 -18.24103
C 18.71382 2.47814 -18.72025
O 18.67702 2.86206 -19.84312
O 19.36778 3.10710 -17.72800
H 17.92782 3.54007 -15.37325
H 19.47819 4.28426 -15.60994
H 19.33166 2.96845 -14.41735
H 20.21523 1.78319 -16.31269
H 17.23135 1.58029 -16.30465
H 18.47399 0.32515 -16.59019
C 24.18864 -2.47798 -17.03340
C 22.91138 -2.99818 -16.40635
C 22.49722 -2.27234 -15.13380
O 21.06816 -2.23264 -15.22236
C 20.73346 -2.38059 -16.48701
O 19.62549 -2.16707 -16.90899
O 21.76029 -2.73768 -17.25955
H 24.47442 -3.07632 -17.89807
H 24.99131 -2.52648 -16.29883
H 24.04549 -1.46008 -17.39605
H 22.97601 -4.07859 -16.27220
H 22.89802 -1.25645 -15.07798
H 22.86399 -2.76609 -14.23586
C 17.32830 1.53009 -22.88551
C 16.23535 0.57959 -22.50179
C 15.98119 -0.65790 -23.38833
O 16.05552 -1.75961 -22.45103
C 16.41741 -1.31572 -21.25108
O 16.55358 -2.02452 -20.28042
O 16.62031 -0.01374 -21.22883
H 17.08127 2.14989 -23.74609
H 18.24260 0.97158 -23.09972
H 17.54008 2.18965 -22.04419
H 15.29045 1.10424 -22.34980
H 16.76153 -0.78850 -24.13380
H 14.98192 -0.65370 -23.80489
C 14.68351 -2.47718 -12.76654
C 13.86054 -1.26718 -12.42774
C 12.38509 -1.60550 -12.17904
O 12.04811 -0.85242 -11.00957
C 13.18230 -0.40553 -10.41970
O 13.20897 0.13845 -9.37042
O 14.26242 -0.64125 -11.19989
H 14.50133 -3.27626 -12.04850
H 15.74360 -2.27840 -12.89966
H 14.33844 -2.84004 -13.74034
H 13.90568 -0.51454 -13.22129
H 12.28477 -2.67218 -11.97613
H 11.76261 -1.28418 -13.00554
C 19.58011 -8.93599 -15.05780
C 19.25912 -7.46732 -14.98212
C 20.43040 -6.55666 -14.57547
O 20.28601 -5.43101 -15.49129
C 19.39776 -5.73841 -16.42127
O 19.06082 -4.98312 -17.30507
O 18.91825 -6.95316 -16.28280
H 18.71334 -9.52604 -15.34918
H 19.89324 -9.30475 -14.07894
H 20.39772 -9.14507 -15.75387
H 18.46656 -7.34476 -14.24152
H 21.37999 -7.08330 -14.67078
H 20.30729 -6.09886 -13.59909
C 11.77240 -1.76451 -18.94511
C 12.71724 -1.95956 -17.78972
C 12.59685 -0.91721 -16.64920
O 12.36067 -1.73480 -15.49475
C 12.21967 -3.02898 -15.82769
O 12.02415 -3.90331 -15.05677
O 12.38286 -3.19647 -17.15972
H 10.78376 -1.45786 -18.60771
H 11.66050 -2.71701 -19.47081
H 12.15073 -1.09836 -19.72214
H 13.76851 -1.88308 -18.07053
H 11.78472 -0.20636 -16.78649
H 13.54979 -0.41760 -16.50077
N 13.98744 -8.40804 -16.99518
C 12.68551 -7.97571 -16.88183
C 12.72110 -6.60972 -16.90966
C 14.06713 -6.20738 -17.11658
C 14.83024 -7.35105 -17.15833
H 14.26365 -9.36563 -16.88005
H 11.89963 -8.69604 -16.74620
H 11.88566 -5.93107 -16.90045
H 14.35249 -5.19817 -17.36674
H 15.89374 -7.48560 -17.26580
N 17.31223 -0.25734 -14.14923
C 16.85763 0.80393 -13.41621
C 17.91732 1.36832 -12.76750
C 19.05059 0.54817 -13.03656
C 18.64087 -0.43880 -13.89436
H 16.82062 -0.72458 -14.89736
H 15.85901 1.20198 -13.47827
H 17.90945 2.25397 -12.15616
H 20.06877 0.66684 -12.70399
H 19.19980 -1.26286 -14.30160
N 16.31254 -5.00472 -14.57305
C 17.39634 -4.64354 -13.83024
C 17.36650 -5.32835 -12.64696
C 16.22144 -6.17184 -12.70616
C 15.60324 -5.96618 -13.90992
H 16.10411 -4.65933 -15.50118
H 18.07084 -3.89505 -14.22258
H 18.03436 -5.14276 -11.82272
H 15.90184 -6.78767 -11.88053
H 14.72267 -6.38861 -14.36204
```

Properties
Charge: +1
HOMO energy in eV: -9.9
Orbital gap in hartree: 0.231
DFT total energy in a.u.: -3878.97815
LUMO level in eV: -3.59

=====

No. 4
Here is a 11-piece molecular cluster, C36H51Cl6F3O5 overall at a distorted geometry from the OMol25 dataset. Energies are from the ωB97M-V functional and the def2-TZVPD basis.

Structure (XYZ):
```
101
Properties=species:S:1:pos:R:3
F -6.35565 4.05212 2.15551
C -6.51816 5.37759 1.97526
C -7.80090 5.82893 1.62748
C -7.96551 7.18069 1.43355
C -6.89441 8.04603 1.62209
C -5.62501 7.56639 2.07142
C -5.42674 6.20373 2.25967
H -8.57659 5.08157 1.54902
H -8.91932 7.59953 1.14855
H -7.14293 9.09383 1.53993
H -4.85419 8.28376 2.31148
H -4.46590 5.77789 2.50838
F -5.96991 -4.04253 -9.07734
C -5.11222 -3.06266 -8.70494
C -5.10258 -2.63105 -7.40067
C -4.18361 -1.63067 -7.03447
C -3.26181 -1.07859 -7.95476
C -3.33709 -1.51887 -9.29527
C -4.26748 -2.49273 -9.65920
H -5.75269 -3.09923 -6.67641
H -4.12775 -1.34351 -5.99484
H -2.61141 -0.27591 -7.64001
H -2.63233 -1.15882 -10.03017
H -4.36297 -2.71784 -10.71116
F 6.30216 0.48235 -3.04524
C 6.03039 -0.05618 -4.29539
C 5.03150 0.48383 -5.13367
C 4.82641 0.01259 -6.41973
C 5.73293 -0.90194 -6.92054
C 6.76686 -1.43844 -6.11078
C 6.95187 -0.96682 -4.83461
H 4.45427 1.28121 -4.68939
H 4.05948 0.39052 -7.07956
H 5.58949 -1.27063 -7.92547
H 7.51897 -2.10573 -6.50504
H 7.81106 -1.24756 -4.24350
C 6.53947 -7.68866 3.12538
C 6.27351 -6.43423 2.31184
C 5.12765 -5.48837 2.63364
O 7.03795 -6.18212 1.43127
H 6.98436 -8.43060 2.46228
H 5.59119 -8.03797 3.53384
H 7.22722 -7.38823 3.91587
H 5.10005 -4.68635 1.89601
H 5.27156 -5.02565 3.61000
H 4.29683 -6.19269 2.67557
C 4.99640 -0.66338 8.73367
C 5.09305 0.85208 8.68338
C 5.26663 1.51912 7.33568
O 4.95080 1.58479 9.69084
H 4.25832 -1.02222 9.45100
H 5.97292 -0.89938 9.15654
H 4.98296 -1.14210 7.75451
H 6.15396 1.22336 6.77599
H 5.23067 2.58153 7.57676
H 4.36027 1.35219 6.75365
C 2.47250 -6.79162 -3.82555
C 1.31421 -7.54527 -4.40565
C -0.04802 -6.80453 -4.43480
O 1.51019 -8.67759 -4.81951
H 3.34241 -7.43892 -3.71438
H 2.33123 -6.40326 -2.81692
H 2.75845 -5.99036 -4.50695
H -0.64838 -6.88628 -5.34088
H 0.06926 -5.75315 -4.17224
H -0.65517 -7.24277 -3.64270
C 1.61050 7.95313 4.55508
C 2.20804 7.97752 3.15646
C 2.86804 9.30664 2.72025
O 2.16177 6.97244 2.43443
H 2.48323 7.89275 5.20534
H 0.98692 7.06105 4.61346
H 1.08831 8.89728 4.70996
H 3.17565 9.74340 3.67037
H 2.13043 9.93581 2.22212
H 3.77988 9.16263 2.14067
C -5.20062 -3.81290 1.74870
C -4.73928 -5.26437 1.47346
C -3.39175 -5.72653 1.98162
O -5.48835 -6.05742 0.89935
H -4.68966 -3.42507 2.62994
H -6.28452 -3.80856 1.86375
H -4.98527 -3.15115 0.90976
H -3.59232 -6.05603 3.00108
H -2.68022 -4.90861 2.09490
H -2.93929 -6.50211 1.36367
Cl -4.86385 1.85418 9.40004
C -3.38435 2.18738 8.53943
Cl -2.31497 3.22787 9.50428
H -2.90255 1.22960 8.34289
H -3.55721 2.71431 7.60105
Cl -0.05164 0.80570 2.32664
C 0.62737 0.81756 0.67163
Cl 0.24081 -0.61959 -0.25017
H 0.12828 1.63568 0.15232
H 1.70805 0.92321 0.76684
Cl -4.05238 5.15967 -3.86327
C -5.48702 5.89529 -4.53619
Cl -5.96233 5.20992 -6.14413
H -6.33432 5.81901 -3.85475
H -5.26610 6.95013 -4.69933
```

Properties
HOMO energy in eV: -9.3
Orbital gap in hartree: 0.344
DFT total energy in a.u.: -4839.19051
Structure (SMILES): Fc1ccccc1.Fc1ccccc1.Fc1ccccc1.CC(C)=O.CC(C)=O.CC(C)=O.CC(C)=O.CC(C)=O.ClCCl.ClCCl.ClCCl
LUMO level in eV: 0.05
ΔE to the lowest compared entry with this formula, charge and spin in kcal per mole: 42.09